(1)
30
Properties=species:S:1:pos:R:3:forces:R:3 method="wB97M-V/def2-TZVPD" de_lowest_kj_mol=166.8 gap_ha=0.266 multiplicity=1 charge=-1 lumo_energy_ev=2.046 e_tot_ev=-31316.003
Li 30.5228 9.9326 -7.6150 -0.29 0.43 -0.47
Li 30.0548 11.5818 -5.3547 0.30 0.06 -1.54
C 31.9604 12.6455 -7.5599 -1.32 -0.25 1.10
O 30.6812 12.0853 -7.3302 0.82 -0.27 0.71
H 32.7433 11.8871 -7.5535 0.41 -0.27 -0.70
H 32.0058 13.3346 -8.4032 0.07 -0.33 -0.70
H 32.2893 13.2904 -6.7449 0.03 0.44 0.66
B 29.6529 9.6018 -5.5876 -0.23 -0.85 -0.01
H 30.7030 9.7468 -5.7885 4.33 0.49 -0.28
H 29.1657 10.1169 -6.4010 -2.54 2.05 -2.48
H 29.4472 8.5426 -5.5842 -0.80 -3.79 -0.17
H 29.4472 9.9298 -4.5804 -1.03 1.90 3.88
Cl 28.1865 8.5637 -9.8910 0.88 0.27 -1.02
O 27.9346 7.3608 -9.1674 -0.22 -0.93 0.09
O 28.8310 8.2846 -11.1725 -0.36 -0.18 0.69
O 26.9992 9.3102 -10.0947 -1.28 0.15 -0.41
O 29.0603 9.3867 -9.1093 1.46 0.68 0.84
C 32.7494 7.4572 -9.7463 -1.18 0.76 1.18
C 31.7185 6.4884 -9.1675 -0.11 -2.30 0.36
C 31.4248 6.8830 -7.7467 0.91 1.43 0.81
O 31.8415 8.2814 -7.7237 0.72 1.15 -0.48
C 33.0933 8.3957 -8.5268 -1.43 -2.02 -0.11
H 32.1505 8.1078 -10.3835 0.59 -0.01 -0.63
H 33.5564 6.9181 -10.2426 0.04 0.46 -0.03
H 32.2031 5.5137 -9.1103 -0.12 -0.36 -0.14
H 30.7779 6.3177 -9.6912 0.22 0.55 -0.49
H 32.0079 6.3373 -7.0049 0.81 -0.08 -0.10
H 30.4453 6.7775 -7.2803 -0.47 0.56 -0.96
H 33.8617 8.0713 -7.8251 0.41 -0.16 -0.41
H 33.3420 9.3587 -8.9726 -0.60 0.43 0.86

(2)
20
Properties=species:S:1:pos:R:3:forces:R:3 method="wB97M-V/def2-TZVPD" gap_ha="0.209 / 0.200" multiplicity=4 s_squared=3.75 charge=+2 lumo_energy_ev="-9.467 / -13.863" e_tot_ev=-16189.980
O 2.1352 -2.1372 -0.2999 0.58 -0.50 2.82
Au 0.4174 -3.1796 -2.0099 1.43 -1.90 -11.68
O 0.0835 -2.9487 -0.2949 -2.69 -0.37 9.62
C 1.0839 -2.5491 0.3001 0.47 4.54 1.11
O 0.9958 -1.9201 1.4879 -2.20 -1.40 0.83
C -0.3150 -1.6973 2.0934 0.40 -1.33 -0.25
H -0.0720 -1.6737 3.1607 -0.49 0.04 0.04
H -0.9355 -2.5525 1.8090 -0.15 0.19 0.48
C -0.8992 -0.4047 1.6260 3.96 -0.20 2.24
C -2.0345 -0.3294 0.9329 -3.78 0.43 -2.19
H -0.3370 0.5011 1.8701 -0.05 -0.06 -0.23
H -2.4891 0.6349 0.7009 -0.08 -0.14 0.12
H -2.5346 -1.2262 0.5604 0.07 0.15 -0.01
C 2.8019 -1.0532 0.8904 3.97 3.02 -2.66
C 3.5556 -1.3464 2.1639 -0.95 -1.22 0.26
H 3.5385 -0.7562 0.1373 0.13 -0.38 0.12
H 2.1978 -0.1409 0.9282 -0.64 -0.82 -0.08
H 4.0645 -2.3169 2.1144 0.00 0.25 0.13
H 4.3215 -0.5684 2.2828 -0.13 -0.08 -0.45
H 2.9174 -1.3019 3.0543 0.15 -0.22 -0.22

(3)
84
Properties=species:S:1:pos:R:3:forces:R:3 method="wB97M-V/def2-TZVPD" gap_ha=0.272 multiplicity=1 charge=-1 lumo_energy_ev=2.076 e_tot_ev=-68395.657
O 7.1045 -2.6069 1.7643 0.21 -1.06 -1.07
C 6.7634 -2.4940 0.6205 -0.39 3.40 1.92
I 7.0206 -4.1468 -0.7759 -0.15 0.08 -0.12
C 6.1369 -1.1159 0.2049 0.47 -1.87 -1.36
Al 4.2316 -1.1205 1.0330 0.16 0.14 0.26
N 3.0369 -1.7620 -0.3867 -0.58 -0.20 0.16
C 2.6240 -2.8430 -0.1225 1.02 -1.33 0.59
S 2.4411 -4.4047 0.3866 -0.49 1.30 -0.74
H 6.7545 -0.2841 0.6325 -0.45 -0.91 -0.32
H 6.0810 -1.0777 -0.9197 0.07 0.25 1.07
H 4.1052 -2.2121 2.2072 0.11 0.08 -0.14
H 3.8041 0.3451 1.5098 0.01 0.12 -0.29
C -0.6848 1.3744 -3.0139 0.05 0.11 -0.06
O -1.0654 2.6789 -2.5938 -0.17 -0.26 0.06
C -2.0498 2.6841 -1.5637 0.01 0.51 0.07
C -1.4517 3.1233 -0.2321 0.21 -0.41 -0.18
N -0.5544 2.1071 0.3090 0.06 0.23 -0.06
C 0.2934 2.5689 1.4089 0.00 -0.14 -0.06
C 1.2476 3.7428 1.1491 0.20 -0.28 0.29
O 2.3212 3.4353 0.2732 -0.25 0.36 0.06
C 1.9991 3.4851 -1.1036 0.33 -0.22 0.07
H -0.1080 1.4740 -3.9347 -0.01 0.10 0.06
H -0.0471 0.8904 -2.2689 -0.04 -0.17 -0.02
H -1.5581 0.7489 -3.2153 0.19 0.03 0.13
H -2.5609 1.7194 -1.4790 0.19 -0.07 0.01
H -2.7990 3.4264 -1.8598 -0.03 -0.02 0.04
H -2.2586 3.3049 0.4850 0.00 0.01 0.01
H -0.9284 4.0698 -0.4067 -0.15 0.17 -0.05
H 0.0531 1.7730 -0.4299 -0.12 -0.04 0.06
H 0.8968 1.7105 1.7186 0.05 0.09 0.01
H -0.3511 2.8207 2.2603 0.01 0.09 -0.05
H 1.7149 3.9883 2.1086 0.02 -0.04 -0.05
H 0.7310 4.6539 0.8270 -0.09 -0.03 -0.18
H 1.2642 4.2608 -1.3328 -0.10 -0.06 0.02
H 1.6479 2.5083 -1.4406 -0.16 0.08 -0.20
H 2.9145 3.7041 -1.6574 0.01 0.02 0.11
C -4.9175 -0.8408 -8.3858 -0.09 0.19 0.19
O -5.8531 -1.0124 -7.3353 0.16 -0.24 -0.34
C -6.1670 -2.3768 -7.0611 -0.32 0.05 0.48
C -5.5632 -2.8259 -5.7355 0.33 0.15 -0.34
N -4.1092 -2.9354 -5.8193 -0.10 0.12 0.10
C -3.4354 -3.0536 -4.5237 0.03 0.05 -0.14
C -3.6232 -1.9246 -3.5024 0.39 -0.25 0.16
O -2.9984 -0.6994 -3.8665 -0.47 -0.21 0.01
C -3.7339 0.0983 -4.7767 0.36 0.13 0.04
H -4.9131 0.2145 -8.6610 -0.06 -0.04 0.07
H -3.9073 -1.1085 -8.0636 0.07 -0.10 -0.16
H -5.1933 -1.4285 -9.2661 0.05 -0.04 0.01
H -5.8756 -3.0382 -7.8833 0.18 0.09 0.03
H -7.2566 -2.4278 -6.9710 0.02 -0.03 -0.02
H -5.9785 -3.8003 -5.4613 0.00 0.00 0.01
H -5.8672 -2.0975 -4.9765 -0.23 -0.02 0.03
H -3.7408 -2.1154 -6.2861 -0.08 -0.09 0.01
H -2.3660 -3.1388 -4.7345 -0.03 0.01 0.11
H -3.7380 -4.0004 -4.0620 -0.05 0.08 0.03
H -3.1240 -2.2436 -2.5825 0.02 0.05 -0.07
H -4.6713 -1.7611 -3.2317 -0.08 0.09 -0.17
H -4.8125 0.0165 -4.6258 -0.01 -0.09 -0.06
H -3.4663 -0.1619 -5.8026 -0.24 0.05 -0.13
H -3.4434 1.1407 -4.6249 0.02 -0.06 0.09
C 3.4609 1.4119 4.2314 -0.27 -0.18 -0.15
O 3.2602 0.0163 4.3497 0.21 0.42 0.34
C 4.0428 -0.5896 5.3717 -0.18 -0.60 -0.13
C 3.1714 -1.0106 6.5489 0.05 0.44 -0.12
N 2.6744 0.1486 7.2895 -0.18 -0.09 0.03
C 1.5916 -0.1525 8.2252 0.10 0.11 -0.16
C 0.3015 -0.7682 7.6665 -0.15 0.19 0.35
O -0.4626 0.1153 6.8563 0.11 -0.29 0.06
C -0.0192 0.2283 5.5128 -0.23 0.25 0.04
H 2.9996 1.7378 3.2987 0.09 -0.12 -0.02
H 2.9788 1.9527 5.0541 0.14 0.14 0.10
H 4.5253 1.6611 4.1975 -0.01 0.04 0.02
H 4.8731 0.0501 5.6888 -0.15 0.13 0.04
H 4.4764 -1.4926 4.9309 0.00 0.03 -0.01
H 3.7560 -1.6416 7.2252 -0.01 0.00 0.02
H 2.3494 -1.6099 6.1451 0.09 -0.18 -0.08
H 2.3329 0.8404 6.6329 0.13 -0.09 0.00
H 1.3277 0.7910 8.7127 -0.08 -0.07 0.02
H 1.9850 -0.8095 9.0102 -0.05 -0.07 -0.07
H -0.3367 -1.0012 8.5255 -0.01 0.05 -0.04
H 0.4694 -1.7199 7.1527 0.12 0.06 -0.16
H 0.3894 -0.7080 5.1280 0.12 0.04 0.03
H 0.7134 1.0326 5.4273 0.16 -0.12 -0.20
H -0.8759 0.5080 4.8961 -0.03 -0.06 0.10